29
Properties=species:S:1:pos:R:3 method="wB97M-V/def2-TZVPD" e_homo_ev=-8.4113 e_lumo_ev=-0.01
S -4.025 2.301 2.589
O 2.532 -0.542 -4.082
O 3.059 1.119 -2.369
O 0.261 -2.040 0.176
N 1.324 -0.282 -0.775
C 3.272 -1.696 -0.811
C -1.423 -0.445 1.650
C -3.308 -0.041 3.328
C 0.298 -0.833 -0.024
C -2.245 1.921 0.391
C -2.846 1.480 1.560
C -2.481 0.267 2.189
C -4.163 0.931 3.686
C 2.143 -1.115 -1.629
C -1.248 1.167 -0.145
C -0.802 -0.014 0.505
B 2.620 -0.156 -2.802
H -2.607 2.844 -0.059
H -0.793 1.464 -1.066
H 2.860 -2.261 0.028
H -3.269 -1.000 3.848
H 3.405 1.671 -3.076
H 1.332 0.705 -1.074
H 2.745 0.023 -4.857
H 1.506 -1.870 -2.052
H 3.882 -0.895 -0.364
H -4.895 0.930 4.445
H 3.979 -2.308 -1.377
H -1.110 -1.325 2.167